No. 1
65
Properties=species:S:1:pos:R:3:forces:R:3 method="wB97M-V/def2-TZVPD" lumo_energy_ev="1.9 / 1.7" e_homo_ev="-3.78 / -6.10" charge=-1 gap_ev="5.6742 / 7.7653" spin_multiplicity=2 relative_energy_kj_mol=78.1 fmax_ha_per_bohr=0.0215 total_energy_ha=-5251.762705
Ti -0.8244 -0.3456 -0.8184 1.04 -0.35 -0.11
O -1.3416 -3.7203 1.5941 0.05 -0.16 0.02
S -1.3772 -2.3318 1.9702 -0.04 0.38 -0.36
O -0.7847 -1.9774 3.2288 0.02 -0.02 0.13
O -0.8657 -1.4643 0.8741 0.05 0.03 0.11
C -3.1431 -1.9867 2.1475 -0.15 -0.08 -0.06
C -3.7201 -2.8391 3.0839 -0.05 -0.08 0.02
C -5.0818 -2.8297 3.3342 0.04 -0.01 0.03
C -5.9053 -1.9605 2.6411 0.00 0.04 -0.04
C -5.3494 -1.0885 1.7200 -0.05 -0.05 0.02
C -3.9816 -1.0919 1.4696 0.01 0.04 0.17
S -3.4102 0.2050 0.3963 0.82 -0.43 -0.17
O -2.3270 0.8575 1.1086 -0.43 0.07 -0.14
O -4.5325 0.9882 -0.0109 -0.18 0.01 0.04
O -2.8027 -0.5506 -0.7954 -0.33 0.30 0.28
H -3.0834 -3.5327 3.6170 0.03 0.01 -0.04
H -5.4947 -3.5090 4.0692 0.00 0.00 0.00
H -6.9724 -1.9501 2.8212 0.00 0.01 -0.01
H -5.9663 -0.3794 1.1867 0.02 0.01 -0.01
O 4.5153 4.7512 -0.9714 0.13 0.00 -0.21
C 5.0198 3.4898 -0.9450 -0.32 -0.07 0.75
O 6.1534 3.3202 -0.5857 0.18 0.00 -0.30
C 4.0527 2.3916 -1.2176 0.14 0.12 -0.20
C 2.8586 2.5702 -1.9166 -0.05 -0.08 -0.08
C 1.9703 1.5263 -2.0788 0.09 -0.01 0.01
C 2.2289 0.2697 -1.5174 -0.05 -0.11 0.18
C 3.4590 0.0779 -0.8658 0.06 0.15 0.02
C 4.3493 1.1244 -0.7249 -0.02 -0.10 -0.02
N 1.2367 -0.7043 -1.5490 -0.20 0.01 0.23
C 1.5771 -1.9946 -1.3933 -0.19 -0.24 -0.11
C 0.5472 -2.9433 -1.3973 0.12 -0.09 -0.01
C 0.7683 -4.3339 -1.2903 -0.08 0.04 -0.17
C -0.2926 -5.1864 -1.4024 -0.03 -0.04 0.01
C -1.5815 -4.6658 -1.5983 -0.01 -0.02 0.02
C -1.7425 -3.3024 -1.6202 -0.01 0.14 0.02
N -0.7153 -2.4479 -1.5252 -0.20 0.06 0.07
H 3.5584 4.7031 -1.0689 -0.13 0.03 -0.01
H 2.6056 3.5184 -2.3809 0.05 0.03 0.03
H 1.0553 1.6778 -2.6320 -0.08 0.00 -0.03
H 3.6920 -0.8714 -0.4054 -0.03 0.00 0.01
H 5.2795 0.9856 -0.1893 0.00 0.00 -0.01
H 2.6017 -2.3384 -1.3294 0.03 0.13 -0.10
H 1.7763 -4.6944 -1.1347 0.00 0.00 -0.01
H -0.1421 -6.2560 -1.3280 -0.01 0.00 0.00
H -2.4484 -5.3048 -1.6765 0.01 -0.02 0.00
H -2.7196 -2.8455 -1.7060 0.00 -0.03 0.01
O -1.1598 1.6045 -1.2246 -0.04 0.16 -0.21
N -0.5966 2.5254 -0.5253 -0.05 -0.07 -0.14
N 0.2194 2.0301 0.2974 0.06 0.28 0.09
O 0.3809 0.7464 0.3516 -0.08 0.09 0.33
C 1.1019 2.8742 1.0642 -0.29 -0.31 -0.32
C 1.0354 4.2515 0.9106 0.12 0.06 0.10
C 1.9541 5.0271 1.5972 0.00 -0.02 0.00
C 2.9129 4.4297 2.4101 0.00 0.05 0.00
C 2.9440 3.0530 2.5496 -0.04 -0.13 -0.02
C 2.0303 2.2522 1.8726 0.13 0.19 0.11
H 0.2910 4.6947 0.2664 -0.02 -0.02 -0.01
H 1.9266 6.1035 1.4903 0.01 0.01 0.01
H 3.6390 5.0408 2.9295 0.00 0.01 -0.01
H 3.6877 2.5844 3.1804 0.01 0.02 0.00
H 2.0404 1.1761 1.9528 -0.02 -0.01 -0.01
Cl -3.0286 -1.1178 -3.9912 0.13 0.10 -0.04
Si -1.1565 -0.3514 -3.4222 -0.26 0.02 0.38
Cl -1.0785 1.5407 -4.3195 -0.02 -0.02 -0.16
Cl 0.1572 -1.4746 -4.5773 0.11 -0.04 -0.09

=====

No. 2
23
Properties=species:S:1:pos:R:3:forces:R:3 method="wB97M-V/def2-TZVPD" lumo_energy_ev=-2.7 e_homo_ev=-15.48 charge=+1 gap_ev=12.7697 smiles=CCC[N@+]1(CC)CN1 spin_multiplicity=1 relative_energy_kj_mol=404.0 fmax_ha_per_bohr=0.0804 total_energy_ha=-346.758706
C -1.6516 0.6300 -1.5188 -0.30 1.59 0.65
C 2.8779 0.0977 0.2509 2.79 -2.92 0.78
C -1.2193 -1.7870 0.7712 2.31 -0.57 -2.71
C 1.5128 0.5605 0.5861 -0.87 0.54 0.94
C -1.4807 -0.2964 0.8840 -1.54 -2.38 -3.01
C 0.5542 0.2632 -0.5497 0.45 1.65 -0.55
N -1.5997 1.6909 -0.5502 -0.03 -1.02 0.91
N -0.8817 0.3540 -0.3183 -1.30 2.85 1.25
H -2.6595 0.3202 -1.6465 -0.40 -1.17 -0.19
H -1.0230 0.8470 -2.3475 0.20 -0.70 -0.94
H 2.9223 -0.8930 -0.3081 -0.36 1.18 0.44
H 3.5315 0.7801 -0.2882 -0.32 0.23 -0.08
H 3.4526 -0.1915 1.2088 -0.85 0.76 -1.33
H -0.2272 -2.2932 0.7602 0.02 1.31 0.42
H -1.6876 -2.1839 1.5633 -1.91 -1.81 2.83
H -1.6308 -2.2583 -0.1499 -0.34 0.76 0.50
H 1.6247 1.6503 0.8478 -0.80 -0.90 -0.40
H 1.1554 0.0512 1.4823 0.09 0.01 0.10
H -1.3816 0.1694 1.8275 0.98 0.80 0.61
H -2.5590 -0.3286 0.6554 0.27 0.80 0.30
H 0.7485 1.0259 -1.2911 0.10 0.11 -0.54
H 0.6079 -0.6608 -1.0754 0.94 -1.11 0.08
H -0.9859 2.4520 -0.7938 0.88 -0.01 -0.08

=====

No. 3
8
Properties=species:S:1:pos:R:3:forces:R:3 method="wB97M-V/def2-TZVPD" lumo_energy_ev=-2.2 e_homo_ev=-9.50 gap_ev=7.2921 spin_multiplicity=1 relative_energy_kj_mol=120.3 fmax_ha_per_bohr=0.0655 total_energy_ha=-1384.272007
C -0.2786 0.5388 -0.3467 2.99 -0.45 -1.48
O -2.3538 -0.7625 1.2730 -0.28 -0.08 -0.50
O -3.3069 0.2258 -0.7613 -1.22 0.96 -0.72
S -0.4510 1.8979 0.5174 -0.23 -0.37 -0.58
S 0.7297 -0.8746 0.1210 -0.31 0.82 0.08
S -2.3293 -0.5858 -0.1540 -0.53 -1.79 1.56
H -0.3929 0.3411 -1.4721 -0.46 1.04 1.50
H 1.0171 -0.3854 1.3343 0.04 -0.14 0.13

=====

No. 4
48
Properties=species:S:1:pos:R:3:forces:R:3 method="wB97M-V/def2-TZVPD" lumo_energy_ev="-1.2 / -0.9" e_homo_ev="-8.07 / -8.25" gap_ev="6.8860 / 7.3474" spin_multiplicity=2 fmax_ha_per_bohr=0.0799 total_energy_ha=-4001.354313
V -1.3965 0.4593 -0.7828 0.41 2.69 -3.08
N -1.5058 4.7224 -1.5916 -0.08 0.00 -0.11
C -1.6249 3.4659 -1.1221 -0.18 -0.47 0.37
S -2.0571 2.1915 -2.2253 -0.18 0.71 -0.43
N -1.4763 3.2609 0.1491 0.29 0.93 0.10
N -1.5469 1.9560 0.5360 -0.64 0.33 1.04
C -1.7568 1.7995 1.8081 0.10 0.42 -0.39
C -1.7996 0.5427 2.5051 0.16 -0.64 -0.27
C -2.1098 0.4508 3.8614 0.00 0.14 -0.06
C -2.0905 -0.7728 4.4995 0.00 -0.12 0.07
C -1.7499 -1.9265 3.7974 0.00 0.12 0.07
C -1.4223 -1.8612 2.4571 0.14 -0.03 -0.55
C -1.4578 -0.6332 1.8133 -0.36 0.48 1.55
O -1.1818 -0.4715 0.5254 0.80 -2.90 2.70
H -1.4763 4.8517 -2.5853 0.05 0.10 0.00
H -1.0999 5.4144 -0.9858 -0.01 0.03 -0.01
H -1.8810 2.7097 2.3856 0.05 0.03 0.00
H -2.3662 1.3483 4.4107 0.01 0.01 -0.02
H -2.3350 -0.8367 5.5512 -0.01 0.01 -0.01
H -1.7364 -2.8833 4.3017 0.00 0.00 0.00
H -1.1515 -2.7406 1.8874 -0.01 -0.01 0.03
C 5.2884 0.4857 -2.0527 -0.15 0.00 0.06
C 3.7875 0.3110 -1.9670 0.10 -0.06 -0.04
O 3.4138 0.5048 -0.5937 0.05 0.12 -0.09
P 1.9367 0.2489 -0.0393 0.29 -0.21 0.28
S 1.9176 0.8090 1.8216 -0.31 -0.14 -0.38
S 0.7211 1.1135 -1.4542 0.46 -0.03 0.12
O 1.6679 -1.3259 -0.2770 0.04 0.23 0.08
C 2.1751 -2.3037 0.6513 0.10 -0.11 0.07
C 3.6678 -2.5278 0.4891 -0.17 0.11 -0.06
H 5.6184 0.3795 -3.0864 0.02 -0.01 0.00
H 5.7909 -0.2602 -1.4375 0.04 0.00 -0.02
H 5.5657 1.4757 -1.6923 0.04 0.00 -0.02
H 3.4845 -0.6880 -2.2898 -0.04 0.01 0.00
H 3.2683 1.0472 -2.5825 -0.01 -0.02 0.00
H 1.6175 -3.2145 0.4319 -0.02 0.04 -0.02
H 1.9495 -1.9787 1.6690 -0.07 0.00 -0.02
H 3.9054 -2.7376 -0.5549 0.04 -0.02 0.01
H 3.9811 -3.3779 1.0960 0.01 0.01 0.02
H 4.2161 -1.6423 0.8089 0.06 -0.03 -0.01
C -4.1821 -0.8224 -3.2369 0.32 0.12 0.30
S -3.0851 -1.0630 -1.8505 -1.93 -1.62 -0.70
O -3.1559 -2.4250 -1.4209 -0.02 0.06 -0.22
O -3.4536 -0.0681 -0.8185 0.38 0.02 0.04
O -1.7190 -0.6624 -2.3242 0.21 -0.27 -0.39
H -5.0312 -1.4872 -3.1095 0.00 0.00 0.05
H -3.6323 -1.0580 -4.1447 -0.01 -0.07 0.01
H -4.4913 0.2202 -3.2314 0.03 0.01 -0.06

=====

No. 5
29
Properties=species:S:1:pos:R:3:forces:R:3 method="wB97M-V/def2-TZVPD" lumo_energy_ev=2.1 e_homo_ev=-4.19 charge=-1 gap_ev=6.3328 spin_multiplicity=1 fmax_ha_per_bohr=0.0111 total_energy_ha=-3045.154847
Mg -0.5304 -0.7573 -0.7969 -0.07 -0.28 0.13
O 0.6684 3.2742 0.6050 -0.08 -0.04 -0.08
C -0.0420 2.7261 -0.3979 0.11 0.01 0.02
O 0.3447 2.6467 -1.5273 -0.07 0.03 0.00
C -1.4022 2.2591 0.0390 0.14 0.01 0.05
C -2.2697 3.0608 0.7552 0.06 -0.04 -0.05
C -3.5456 2.5732 1.0125 -0.05 -0.03 0.03
C -3.8996 1.3173 0.5586 0.05 -0.01 -0.02
C -2.9549 0.5706 -0.1375 -0.27 -0.07 0.07
N -1.7347 1.0386 -0.3819 0.07 -0.19 0.02
C -3.2771 -0.8505 -0.6719 -0.10 0.38 0.18
O -4.3514 -1.3225 -0.3331 0.03 -0.01 -0.21
O -2.3605 -1.3334 -1.4082 0.28 -0.01 0.18
H 1.5482 3.4485 0.2360 0.04 0.00 0.04
H -1.9532 4.0361 1.0957 0.02 0.01 -0.01
H -4.2519 3.1769 1.5683 -0.01 0.00 -0.01
H -4.8721 0.8788 0.7281 0.00 0.00 0.00
Cl 4.6665 -4.7232 0.4103 -0.01 0.04 -0.01
C 3.6807 -3.3204 0.1375 -0.06 -0.19 0.06
C 4.2596 -2.1115 -0.1715 0.09 0.13 -0.02
Cl 5.9836 -1.9593 -0.2975 -0.02 -0.01 0.01
C 3.4366 -0.9967 -0.3866 0.09 0.23 0.09
Cl 4.1370 0.5436 -0.7993 -0.02 -0.03 0.00
C 2.0559 -1.0594 -0.2815 -0.06 -0.24 -0.05
O 1.2674 -0.0345 -0.5320 -0.34 -0.15 -0.15
C 1.4395 -2.3284 0.0501 0.47 0.25 -0.20
O 0.1369 -2.3894 0.0865 -0.10 0.31 -0.23
C 2.2849 -3.4201 0.2341 -0.19 -0.11 0.20
Cl 1.5357 -4.9436 0.6063 0.02 0.02 -0.02

=====

No. 6
11
Properties=species:S:1:pos:R:3:forces:R:3 method="wB97M-V/def2-TZVPD" lumo_energy_ev=0.5 e_homo_ev=-9.82 gap_ev=10.3224 smiles="O=C1NCC=C1F" spin_multiplicity=1 relative_energy_kj_mol=218.0 fmax_ha_per_bohr=0.1214 total_energy_ha=-384.592562
C 0.2066 -1.2024 -0.3033 -1.91 0.43 0.18
C 0.4597 -0.1566 -1.0469 1.17 -2.54 -4.32
C 0.1413 1.0265 -0.4062 -0.15 3.86 3.91
C -0.5969 -0.6583 0.9786 1.86 -4.43 -1.12
H 0.8905 -0.1445 -2.0991 -0.52 -0.24 1.58
H 1.2070 1.2053 0.0915 -2.21 1.36 -0.97
H -0.4095 1.8347 -0.9789 1.37 -0.76 0.63
H -0.5925 1.2427 1.8455 -1.04 -2.41 -4.57
N -0.7893 0.6221 0.7614 1.98 5.28 2.68
O -0.8632 -1.3280 1.9314 -0.52 -0.34 0.96
F 0.3462 -2.4414 -0.7739 -0.02 -0.22 1.06

=====

Copy entry 4 word for word.
48
Properties=species:S:1:pos:R:3:forces:R:3 method="wB97M-V/def2-TZVPD" lumo_energy_ev="-1.2 / -0.9" e_homo_ev="-8.07 / -8.25" gap_ev="6.8860 / 7.3474" spin_multiplicity=2 fmax_ha_per_bohr=0.0799 total_energy_ha=-4001.354313
V -1.3965 0.4593 -0.7828 0.41 2.69 -3.08
N -1.5058 4.7224 -1.5916 -0.08 0.00 -0.11
C -1.6249 3.4659 -1.1221 -0.18 -0.47 0.37
S -2.0571 2.1915 -2.2253 -0.18 0.71 -0.43
N -1.4763 3.2609 0.1491 0.29 0.93 0.10
N -1.5469 1.9560 0.5360 -0.64 0.33 1.04
C -1.7568 1.7995 1.8081 0.10 0.42 -0.39
C -1.7996 0.5427 2.5051 0.16 -0.64 -0.27
C -2.1098 0.4508 3.8614 0.00 0.14 -0.06
C -2.0905 -0.7728 4.4995 0.00 -0.12 0.07
C -1.7499 -1.9265 3.7974 0.00 0.12 0.07
C -1.4223 -1.8612 2.4571 0.14 -0.03 -0.55
C -1.4578 -0.6332 1.8133 -0.36 0.48 1.55
O -1.1818 -0.4715 0.5254 0.80 -2.90 2.70
H -1.4763 4.8517 -2.5853 0.05 0.10 0.00
H -1.0999 5.4144 -0.9858 -0.01 0.03 -0.01
H -1.8810 2.7097 2.3856 0.05 0.03 0.00
H -2.3662 1.3483 4.4107 0.01 0.01 -0.02
H -2.3350 -0.8367 5.5512 -0.01 0.01 -0.01
H -1.7364 -2.8833 4.3017 0.00 0.00 0.00
H -1.1515 -2.7406 1.8874 -0.01 -0.01 0.03
C 5.2884 0.4857 -2.0527 -0.15 0.00 0.06
C 3.7875 0.3110 -1.9670 0.10 -0.06 -0.04
O 3.4138 0.5048 -0.5937 0.05 0.12 -0.09
P 1.9367 0.2489 -0.0393 0.29 -0.21 0.28
S 1.9176 0.8090 1.8216 -0.31 -0.14 -0.38
S 0.7211 1.1135 -1.4542 0.46 -0.03 0.12
O 1.6679 -1.3259 -0.2770 0.04 0.23 0.08
C 2.1751 -2.3037 0.6513 0.10 -0.11 0.07
C 3.6678 -2.5278 0.4891 -0.17 0.11 -0.06
H 5.6184 0.3795 -3.0864 0.02 -0.01 0.00
H 5.7909 -0.2602 -1.4375 0.04 0.00 -0.02
H 5.5657 1.4757 -1.6923 0.04 0.00 -0.02
H 3.4845 -0.6880 -2.2898 -0.04 0.01 0.00
H 3.2683 1.0472 -2.5825 -0.01 -0.02 0.00
H 1.6175 -3.2145 0.4319 -0.02 0.04 -0.02
H 1.9495 -1.9787 1.6690 -0.07 0.00 -0.02
H 3.9054 -2.7376 -0.5549 0.04 -0.02 0.01
H 3.9811 -3.3779 1.0960 0.01 0.01 0.02
H 4.2161 -1.6423 0.8089 0.06 -0.03 -0.01
C -4.1821 -0.8224 -3.2369 0.32 0.12 0.30
S -3.0851 -1.0630 -1.8505 -1.93 -1.62 -0.70
O -3.1559 -2.4250 -1.4209 -0.02 0.06 -0.22
O -3.4536 -0.0681 -0.8185 0.38 0.02 0.04
O -1.7190 -0.6624 -2.3242 0.21 -0.27 -0.39
H -5.0312 -1.4872 -3.1095 0.00 0.00 0.05
H -3.6323 -1.0580 -4.1447 -0.01 -0.07 0.01
H -4.4913 0.2202 -3.2314 0.03 0.01 -0.06

=====

Please write out number 2 again, unchanged.
23
Properties=species:S:1:pos:R:3:forces:R:3 method="wB97M-V/def2-TZVPD" lumo_energy_ev=-2.7 e_homo_ev=-15.48 charge=+1 gap_ev=12.7697 smiles=CCC[N@+]1(CC)CN1 spin_multiplicity=1 relative_energy_kj_mol=404.0 fmax_ha_per_bohr=0.0804 total_energy_ha=-346.758706
C -1.6516 0.6300 -1.5188 -0.30 1.59 0.65
C 2.8779 0.0977 0.2509 2.79 -2.92 0.78
C -1.2193 -1.7870 0.7712 2.31 -0.57 -2.71
C 1.5128 0.5605 0.5861 -0.87 0.54 0.94
C -1.4807 -0.2964 0.8840 -1.54 -2.38 -3.01
C 0.5542 0.2632 -0.5497 0.45 1.65 -0.55
N -1.5997 1.6909 -0.5502 -0.03 -1.02 0.91
N -0.8817 0.3540 -0.3183 -1.30 2.85 1.25
H -2.6595 0.3202 -1.6465 -0.40 -1.17 -0.19
H -1.0230 0.8470 -2.3475 0.20 -0.70 -0.94
H 2.9223 -0.8930 -0.3081 -0.36 1.18 0.44
H 3.5315 0.7801 -0.2882 -0.32 0.23 -0.08
H 3.4526 -0.1915 1.2088 -0.85 0.76 -1.33
H -0.2272 -2.2932 0.7602 0.02 1.31 0.42
H -1.6876 -2.1839 1.5633 -1.91 -1.81 2.83
H -1.6308 -2.2583 -0.1499 -0.34 0.76 0.50
H 1.6247 1.6503 0.8478 -0.80 -0.90 -0.40
H 1.1554 0.0512 1.4823 0.09 0.01 0.10
H -1.3816 0.1694 1.8275 0.98 0.80 0.61
H -2.5590 -0.3286 0.6554 0.27 0.80 0.30
H 0.7485 1.0259 -1.2911 0.10 0.11 -0.54
H 0.6079 -0.6608 -1.0754 0.94 -1.11 0.08
H -0.9859 2.4520 -0.7938 0.88 -0.01 -0.08